A molecular structure, C20H15ClF5NO6Tc at a distorted geometry. Source: OMol25; level of theory: ωB97M-V/def2-TZVPD.

```
49
Properties=species:S:1:pos:R:3:forces:R:3
F 3.45432 -4.56437 0.86446 -0.053 0.094 -0.026
C 4.56847 1.84036 -1.82160 -0.036 -0.026 0.012
C 2.54411 -0.81048 2.21825 0.329 -0.279 -0.648
H -0.28455 1.47192 -5.82362 -0.015 -0.040 -0.050
H 6.55683 1.15886 -1.43893 0.177 -0.026 -0.083
C 2.68347 -2.38189 0.41472 -0.233 0.510 0.153
H 2.10356 2.70156 1.72556 -0.238 0.044 -0.304
H -2.15265 3.28002 0.78502 -0.017 0.036 0.142
C -0.07647 1.43547 -3.70672 0.030 0.063 0.393
F 2.31694 0.45304 2.62065 0.008 -0.020 0.311
Tc 0.38597 0.97153 0.42071 -0.685 2.026 -4.326
C 3.00498 -1.76068 3.10975 0.013 -0.054 -0.255
O -1.18349 -2.36800 1.91725 -0.218 -1.381 -0.051
H 2.52444 2.48325 -1.91042 -0.044 0.032 -0.099
C -0.90759 3.32423 -4.93948 0.085 -0.099 0.261
F 2.52159 -2.68192 -0.87040 0.000 -0.078 0.068
C -0.24983 2.15467 -2.49661 -0.456 0.759 -1.267
C 3.22605 2.28472 0.10819 0.517 -0.081 -0.185
O -0.00962 -0.43461 2.41117 1.513 1.000 0.755
O 1.76245 -0.22510 0.04728 0.144 0.291 -1.193
C 3.14984 -3.34883 1.30012 -0.015 0.253 0.156
C 2.32143 -1.09081 0.85563 1.102 -1.805 1.683
H 1.62241 3.51682 0.36644 -0.032 -0.372 0.192
C 3.29535 -3.04757 2.65336 -0.153 0.344 -0.282
C 0.09486 1.60944 -1.29037 0.736 -2.188 4.681
C -0.41277 2.02425 -4.90501 0.020 -0.101 -0.120
H 0.29149 0.42254 -3.65464 0.106 -0.084 -0.082
C -1.08395 4.04500 -3.76006 -0.051 0.136 -0.097
C 5.63166 1.49325 -1.00302 0.018 0.037 0.021
H -0.92319 4.00861 -1.62104 -0.044 0.100 0.025
H 6.33580 1.33495 1.01542 0.063 -0.018 0.047
N 1.94649 2.60942 0.71609 -0.267 -0.355 0.118
H -2.61757 2.11441 2.07375 0.154 0.233 -0.149
H -1.46512 5.05435 -3.80818 -0.040 0.035 0.065
C -0.78050 3.47316 -2.54819 0.153 -0.325 0.158
F 3.17000 -1.45772 4.39134 0.018 0.036 -0.022
O -2.31876 -0.33636 2.18488 -1.173 0.344 0.430
O -0.94214 -0.65547 0.34052 0.634 0.943 -1.822
H -1.16072 3.78179 -5.88507 0.000 -0.005 -0.050
F 3.71897 -3.96638 3.50403 0.019 0.024 -0.063
C 3.36188 2.23707 -1.27397 -0.135 0.016 0.321
C 5.50552 1.58139 0.37174 -0.042 -0.026 -0.082
O -0.75392 1.93200 1.38743 0.639 -0.231 0.572
H 4.20089 2.03712 2.00182 -0.026 0.008 0.126
H -1.52527 3.45158 2.47444 -0.013 -0.098 -0.239
Cl -1.15586 -0.99031 1.77706 -0.877 -0.614 0.650
C 4.30151 1.97858 0.92812 -0.198 0.046 0.020
H 4.67563 1.78031 -2.89227 -0.003 0.024 -0.145
C -1.80762 2.74764 1.67948 -1.416 0.869 0.281
```
Positions in Å, forces in eV/Å.

Results
2S+1 = 1
frontier orbital gap = 0.23553 hartree
total charge = +1
highest occupied orbital energy = -0.42972 Ha
DFT total energy = -2317.02027 a.u.
LUMO = -5.28 eV
relative energy (zero: lowest compared OMol25 entry of this formula, charge and spin) = 72.02 kcal/mol